Record 1
Density functional theory data (the ωB97M-V functional and the def2-TZVPD basis) for a cluster of 9 separate species, C37H85BN8O11S in total.

Values from the calculation:
LUMO = 0.430 eV
SMILES = CCCB(COCCOCCOCC)CSCC.CNC(C)=O.CNC(C)=O.CNC(C)=O.CNC(C)=O.CNC(C)=O.CNC(C)=O.CNC(C)=O.CNC(C)=O
HOMO-LUMO gap = 8.12 eV
E_HOMO = -7.6896 eV
Calculated total energy = -85703.8954 eV

```
143
C37H85BN8O11S (the ωB97M-V functional and the def2-TZVPD basis)
C 5.005 -2.493 -3.407
C 6.059 -2.129 -2.342
C 6.799 -0.832 -2.747
B 5.867 0.426 -2.566
C 5.615 0.963 -1.104
O 4.315 1.508 -0.863
C 3.389 0.553 -0.390
C 2.362 0.254 -1.477
O 1.137 0.898 -1.173
C 0.241 0.863 -2.266
C -0.408 -0.507 -2.455
O -0.216 -0.944 -3.789
C -0.026 -2.345 -3.904
C -1.273 -3.144 -3.546
C 5.249 1.037 -3.883
S 4.687 2.757 -3.776
C 3.161 2.893 -4.762
C 3.019 1.881 -5.885
H 4.996 -3.567 -3.579
H 5.232 -2.020 -4.359
H 4.002 -2.174 -3.109
H 6.773 -2.945 -2.244
H 5.574 -2.003 -1.374
H 7.753 -0.723 -2.224
H 7.045 -0.932 -3.811
H 5.844 0.167 -0.393
H 6.360 1.743 -0.899
H 2.845 0.994 0.450
H 3.883 -0.354 -0.039
H 2.212 -0.821 -1.634
H 2.760 0.673 -2.409
H 0.775 1.109 -3.189
H -0.505 1.632 -2.073
H -1.477 -0.471 -2.227
H 0.053 -1.210 -1.753
H 0.816 -2.625 -3.259
H 0.276 -2.520 -4.933
H -2.155 -2.534 -3.738
H -1.360 -4.035 -4.168
H -1.273 -3.476 -2.509
H 4.471 0.348 -4.223
H 6.027 0.994 -4.651
H 2.294 2.842 -4.104
H 3.210 3.896 -5.184
H 2.147 2.110 -6.500
H 2.877 0.870 -5.502
H 3.892 1.879 -6.538
C 1.041 0.540 4.820
C 0.689 0.171 3.397
O 0.686 -0.989 3.014
N 0.374 1.186 2.552
C 0.334 2.610 2.834
H 1.265 -0.373 5.363
H 1.913 1.194 4.847
H 0.208 1.049 5.306
H 0.161 0.880 1.614
H -0.669 3.001 2.658
H 1.037 3.142 2.190
H 0.593 2.804 3.869
C -5.397 3.859 2.684
C -3.966 3.376 2.720
O -3.210 3.669 3.633
N -3.560 2.588 1.691
C -4.330 2.132 0.546
H -5.588 4.460 3.568
H -5.579 4.464 1.796
H -6.074 3.007 2.673
H -2.602 2.285 1.765
H -4.376 1.042 0.528
H -3.872 2.476 -0.383
H -5.347 2.508 0.587
C 8.688 -2.066 2.279
C 7.342 -2.022 1.596
O 7.142 -1.328 0.611
N 6.347 -2.788 2.116
C 6.397 -3.664 3.269
H 9.362 -1.405 1.744
H 8.608 -1.732 3.314
H 9.097 -3.077 2.268
H 5.475 -2.714 1.616
H 6.165 -4.690 2.981
H 5.677 -3.345 4.024
H 7.387 -3.649 3.712
C -9.159 -0.716 1.659
C -8.493 0.636 1.550
O -8.140 1.101 0.477
N -8.300 1.324 2.703
C -8.642 0.928 4.059
H -9.250 -1.141 0.665
H -8.569 -1.391 2.280
H -10.155 -0.617 2.095
H -7.870 2.222 2.562
H -9.337 1.637 4.502
H -7.740 0.886 4.674
H -9.106 -0.053 4.061
C 9.135 -3.269 -5.780
C 7.698 -3.145 -6.229
O 6.785 -3.681 -5.626
N 7.451 -2.391 -7.336
C 8.400 -1.675 -8.164
H 9.160 -3.890 -4.890
H 9.747 -3.732 -6.555
H 9.554 -2.291 -5.540
H 6.475 -2.345 -7.582
H 8.176 -0.607 -8.170
H 8.368 -2.041 -9.191
H 9.408 -1.809 -7.785
C -9.721 0.754 7.839
C -10.963 0.766 6.979
O -11.095 1.547 6.048
N -11.936 -0.132 7.271
C -11.954 -1.137 8.318
H -9.046 1.524 7.478
H -9.968 0.960 8.881
H -9.220 -0.213 7.785
H -12.737 -0.068 6.664
H -12.047 -2.135 7.887
H -12.796 -0.970 8.992
H -11.038 -1.097 8.896
C -14.282 -3.338 3.439
C -12.820 -3.172 3.787
O -12.103 -4.125 4.037
N -12.326 -1.904 3.816
C -13.022 -0.655 3.564
H -14.518 -4.397 3.460
H -14.916 -2.818 4.158
H -14.491 -2.946 2.443
H -11.347 -1.863 4.052
H -12.560 -0.124 2.730
H -12.968 -0.020 4.449
H -14.064 -0.836 3.324
C 8.496 2.663 -3.146
C 9.989 2.790 -2.952
O 10.697 1.828 -2.710
N 10.523 4.037 -3.062
C 9.837 5.283 -3.344
H 8.224 1.619 -3.026
H 7.956 3.260 -2.410
H 8.205 2.990 -4.146
H 11.520 4.062 -2.924
H 10.221 5.735 -4.260
H 9.975 5.991 -2.525
H 8.774 5.109 -3.468
```

Löwdin atomic charge list, values in e, 99 entries: atom 1 (C): -0.10, atom 2 (C): -0.23, atom 3 (C): -0.14, atom 4 (B): -0.39, atom 5 (C): -0.13, atom 6 (O): -0.17, atom 7 (C): -0.16, atom 8 (C): -0.17, atom 9 (O): -0.14, atom 10 (C): -0.17, atom 11 (C): -0.19, atom 12 (O): -0.16, atom 13 (C): -0.27, atom 14 (C): -0.07, atom 15 (C): -0.41, atom 16 (S): 0.86, atom 17 (C): -0.54, atom 18 (C): -0.16, atom 19 (H): 0.07, atom 20 (H): 0.05, atom 21 (H): 0.06, atom 22 (H): 0.11, atom 23 (H): 0.08, atom 24 (H): 0.11, atom 25 (H): 0.09, atom 26 (H): 0.08, atom 27 (H): 0.13, atom 28 (H): 0.12, atom 29 (H): 0.12, atom 30 (H): 0.12, atom 31 (H): 0.12, atom 32 (H): 0.11, atom 33 (H): 0.12, atom 34 (H): 0.12, atom 35 (H): 0.12, atom 36 (H): 0.11, atom 37 (H): 0.12, atom 38 (H): 0.08, atom 39 (H): 0.07, atom 40 (H): 0.07, atom 41 (H): 0.07, atom 42 (H): 0.07, atom 43 (H): 0.05, atom 44 (H): 0.06, atom 45 (H): 0.07, atom 46 (H): 0.06, atom 47 (H): 0.07, atom 48 (C): -0.01, atom 49 (C): -0.56, atom 50 (O): 0.02, atom 51 (N): 0.01, atom 52 (C): -0.06, atom 53 (H): 0.08, atom 54 (H): 0.08, atom 55 (H): 0.08, atom 56 (H): 0.13, atom 57 (H): 0.06, atom 58 (H): 0.09, atom 59 (H): 0.07, atom 60 (C): 0.00, atom 61 (C): -0.55, atom 62 (O): 0.03, atom 63 (N): 0.01, atom 64 (C): -0.06, atom 65 (H): 0.09, atom 66 (H): 0.09, atom 67 (H): 0.05, atom 68 (H): 0.12, atom 69 (H): 0.09, atom 70 (H): 0.08, atom 71 (H): 0.07, atom 72 (C): -0.01, atom 73 (C): -0.53, atom 74 (O): 0.04, atom 75 (N): 0.01, atom 76 (C): -0.08, atom 77 (H): 0.08, atom 78 (H): 0.08, atom 79 (H): 0.08, atom 80 (H): 0.14, atom 81 (H): 0.08, atom 82 (H): 0.08, atom 83 (H): 0.07, atom 84 (C): 0.00, atom 85 (C): -0.55, atom 86 (O): 0.03, atom 87 (N): 0.02, atom 88 (C): -0.07, atom 89 (H): 0.09, atom 90 (H): 0.09, atom 91 (H): 0.06, atom 92 (H): 0.11, atom 93 (H): 0.07, atom 94 (H): 0.09, atom 95 (H): 0.07, atom 96 (C): -0.01, atom 97 (C): -0.55, atom 98 (O): 0.03, atom 99 (N): 0.01

=====

Record 2
Density functional theory data (the ωB97M-V functional and the def2-TZVPD basis) for a cluster of 7 separate species, C37H85Br2N3O13P in total.

Values from the calculation:
LUMO = -1.777 eV
Charge = +1
HOMO-LUMO gap = 9.77 eV
E_HOMO = -11.5472 eV
Calculated total energy = -220202.2216 eV

```
141
C37H85Br2N3O13P (the ωB97M-V functional and the def2-TZVPD basis)
C 3.586 -4.847 1.094
C 4.050 -3.951 2.236
O 3.541 -2.594 2.094
P 3.055 -2.071 3.533
O 4.057 -2.308 4.566
C 2.727 -0.265 3.543
C 2.662 0.423 2.155
C 1.423 1.359 1.935
C 0.059 0.922 2.524
C -0.771 1.915 3.324
Br -2.632 2.145 2.838
C -0.382 2.629 4.342
C -1.284 3.568 5.114
Br 1.418 2.549 4.994
C -0.626 0.323 1.261
C -0.576 -1.194 1.098
N 0.778 -1.741 1.176
C 1.276 -2.149 -0.141
N -0.117 1.129 0.107
C -0.337 0.637 -1.288
C -1.829 0.509 -1.666
C -2.258 1.637 -2.636
C -2.636 2.923 -1.902
N -3.506 2.712 -0.736
C -3.967 4.022 -0.174
C -4.694 1.999 -1.071
C -5.387 1.305 0.097
O -5.166 1.944 -2.152
C 1.242 1.747 0.419
O 0.920 3.125 0.424
O 2.195 1.351 -0.449
C 3.361 2.204 -0.493
C 4.690 1.403 -0.455
C 5.652 2.106 0.534
O 5.311 1.430 -1.732
O 1.729 -2.931 3.913
C 1.132 -2.534 5.162
C -0.391 -2.410 4.984
H 4.015 -4.548 0.137
H 2.496 -4.811 0.999
H 3.822 -5.890 1.307
H 3.751 -4.427 3.170
H 5.141 -3.937 2.224
H 1.831 -0.130 4.144
H 3.540 0.186 4.105
H 3.529 1.082 2.096
H 2.792 -0.289 1.344
H 1.793 2.306 2.325
H 0.080 0.032 3.163
H -1.897 4.176 4.456
H -0.643 4.229 5.699
H -1.862 2.957 5.810
H -1.704 0.494 1.172
H -1.105 -1.509 0.189
H -1.142 -1.589 1.948
H 0.694 -2.595 1.721
H 1.790 -1.326 -0.651
H 0.476 -2.455 -0.824
H 1.981 -2.973 -0.087
H -0.751 1.933 0.148
H 0.097 1.391 -1.949
H 0.178 -0.293 -1.522
H -2.503 0.504 -0.808
H -1.939 -0.439 -2.194
H -1.453 1.846 -3.345
H -3.100 1.247 -3.207
H -3.086 3.643 -2.598
H -1.721 3.398 -1.515
H -5.026 4.157 -0.428
H -3.902 4.048 0.914
H -3.441 4.853 -0.641
H -5.470 0.232 -0.064
H -6.369 1.775 0.192
H -4.874 1.500 1.042
H 1.037 3.477 -0.476
H 3.418 2.932 0.314
H 3.356 2.693 -1.471
H 4.507 0.378 -0.121
H 6.068 3.004 0.069
H 5.142 2.446 1.439
H 6.437 1.417 0.849
H 6.202 1.777 -1.611
H 1.591 -1.657 5.619
H 1.300 -3.353 5.864
H -0.655 -2.676 3.956
H -0.944 -3.107 5.613
H -0.780 -1.406 5.178
C -7.839 0.628 -3.364
C -7.216 -0.457 -4.218
O -8.050 -1.613 -4.275
H -8.016 0.262 -2.351
H -7.191 1.501 -3.315
H -8.808 0.933 -3.769
H -6.260 -0.771 -3.797
H -7.042 -0.095 -5.236
H -8.895 -1.350 -4.656
C 4.147 5.117 -3.962
C 2.742 4.953 -3.414
O 1.905 6.030 -3.818
H 4.580 6.058 -3.620
H 4.792 4.296 -3.643
H 4.134 5.146 -5.053
H 2.759 4.946 -2.323
H 2.298 4.011 -3.760
H 1.878 6.037 -4.782
C 1.790 -2.776 -5.306
C 2.010 -2.226 -3.912
O 0.779 -2.164 -3.187
H 1.082 -2.156 -5.857
H 2.728 -2.818 -5.861
H 1.366 -3.782 -5.257
H 2.413 -1.214 -3.957
H 2.714 -2.854 -3.356
H 0.427 -3.061 -3.138
C -5.170 -4.342 -3.970
C -5.875 -5.133 -2.886
O -6.187 -4.297 -1.774
H -4.251 -3.898 -3.583
H -4.921 -4.976 -4.823
H -5.803 -3.521 -4.317
H -5.238 -5.938 -2.522
H -6.801 -5.573 -3.269
H -6.763 -3.592 -2.096
C 0.507 5.396 9.859
C 0.747 4.640 8.566
O 0.247 5.371 7.446
H -0.558 5.585 9.997
H 0.879 4.834 10.716
H 1.006 6.368 9.836
H 0.231 3.681 8.583
H 1.816 4.454 8.421
H 0.708 6.217 7.419
C 3.340 -7.062 -5.841
C 3.550 -6.502 -4.447
O 2.310 -6.444 -3.741
H 2.633 -6.444 -6.397
H 4.280 -7.104 -6.393
H 2.919 -8.069 -5.793
H 3.950 -5.490 -4.498
H 4.252 -7.123 -3.881
H 1.964 -7.342 -3.691
```

Löwdin atomic charge list, values in e, 99 entries: atom 1 (C): -0.07, atom 2 (C): -0.26, atom 3 (O): -0.20, atom 4 (P): 0.51, atom 5 (O): -0.25, atom 6 (C): -0.20, atom 7 (C): -0.15, atom 8 (C): -0.15, atom 9 (C): -0.21, atom 10 (C): -0.59, atom 11 (Br): 0.89, atom 12 (C): -0.71, atom 13 (C): -0.16, atom 14 (Br): 0.89, atom 15 (C): -0.22, atom 16 (C): -0.14, atom 17 (N): -0.06, atom 18 (C): -0.10, atom 19 (N): 0.07, atom 20 (C): -0.08, atom 21 (C): -0.14, atom 22 (C): -0.16, atom 23 (C): -0.19, atom 24 (N): -0.13, atom 25 (C): -0.04, atom 26 (C): -0.53, atom 27 (C): 0.02, atom 28 (O): 0.12, atom 29 (C): -0.46, atom 30 (O): 0.07, atom 31 (O): 0.00, atom 32 (C): -0.08, atom 33 (C): -0.37, atom 34 (C): -0.04, atom 35 (O): -0.03, atom 36 (O): -0.23, atom 37 (C): -0.26, atom 38 (C): -0.05, atom 39 (H): 0.08, atom 40 (H): 0.07, atom 41 (H): 0.08, atom 42 (H): 0.11, atom 43 (H): 0.12, atom 44 (H): 0.03, atom 45 (H): 0.09, atom 46 (H): 0.10, atom 47 (H): 0.08, atom 48 (H): 0.10, atom 49 (H): 0.13, atom 50 (H): 0.05, atom 51 (H): 0.03, atom 52 (H): 0.10, atom 53 (H): 0.08, atom 54 (H): 0.12, atom 55 (H): 0.13, atom 56 (H): 0.09, atom 57 (H): 0.07, atom 58 (H): 0.07, atom 59 (H): 0.06, atom 60 (H): 0.16, atom 61 (H): 0.13, atom 62 (H): 0.09, atom 63 (H): 0.10, atom 64 (H): 0.12, atom 65 (H): 0.12, atom 66 (H): 0.11, atom 67 (H): 0.13, atom 68 (H): 0.12, atom 69 (H): 0.10, atom 70 (H): 0.05, atom 71 (H): 0.09, atom 72 (H): 0.09, atom 73 (H): 0.09, atom 74 (H): 0.03, atom 75 (H): 0.13, atom 76 (H): 0.13, atom 77 (H): 0.12, atom 78 (H): 0.14, atom 79 (H): 0.09, atom 80 (H): 0.07, atom 81 (H): 0.09, atom 82 (H): 0.09, atom 83 (H): 0.11, atom 84 (H): 0.12, atom 85 (H): 0.06, atom 86 (H): 0.08, atom 87 (H): 0.07, atom 88 (C): -0.09, atom 89 (C): -0.32, atom 90 (O): -0.09, atom 91 (H): 0.08, atom 92 (H): 0.05, atom 93 (H): 0.08, atom 94 (H): 0.10, atom 95 (H): 0.11, atom 96 (H): 0.08, atom 97 (C): -0.08, atom 98 (C): -0.34, atom 99 (O): -0.08

=====

| no. | F_max (eV Å⁻¹) |
| --- | --- |
| 1 | 0.6 |
| 2 | 2.7 |